(1)
{
  "formula": "C20H43CaO5P",
  "method": "ωB97M-V/def2-TZVPD",
  "multiplicity": 1,
  "largest_force_ev_per_a": 2.04,
  "homo_ev": -13.4,
  "charge": 2,
  "species": ["C", "C", "C", "C", "C", "C", "C", "C", "C", "C", "C", "C", "C", "C", "C", "O", "P", "O", "O", "C", "C", "C", "O", "O", "C", "C", "H", "H", "H", "H", "H", "H", "H", "H", "H", "H", "H", "H", "H", "H", "H", "H", "H", "H", "H", "H", "H", "H", "H", "H", "H", "H", "H", "H", "H", "H", "H", "H", "H", "H", "H", "H", "H", "H", "H", "H", "H", "H", "H", "Ca"],
  "coordinates": [[9.02224, -2.32982, 0.28109], [7.89579, -1.42494, 0.82152], [7.85953, -0.02460, 0.13776], [6.49597, 0.27909, -0.50717], [5.44796, 0.78338, 0.51007], [4.20428, 1.20793, -0.27151], [2.94622, 1.40789, 0.61937], [1.73658, 1.58380, -0.31073], [0.45008, 2.05552, 0.38568], [0.17896, 1.41725, 1.75319], [-1.31209, 1.71800, 2.12813], [-2.25596, 0.54567, 1.76295], [-2.64709, -0.31923, 3.00733], [-4.15692, -0.43924, 3.20454], [-4.88726, -1.13111, 2.04680], [-5.46005, -0.18651, 1.09783], [-5.21664, -0.55617, -0.41676], [-3.77447, -0.69983, -0.68948], [-5.85994, 0.55261, -1.33193], [-5.14889, 1.82879, -1.23505], [-4.57782, 2.26691, -2.57916], [-3.44664, 1.31939, -3.04882], [-5.92226, -2.02613, -0.83303], [-4.86405, -2.95234, -0.72792], [-4.61004, -3.46413, -1.99064], [-3.48484, -2.62034, -2.67355], [9.84659, -1.74427, -0.13079], [9.40160, -2.96101, 1.08654], [8.67675, -2.97815, -0.52978], [8.06087, -1.30842, 1.89545], [6.91336, -1.88518, 0.67479], [8.59175, -0.06947, -0.67613], [8.19272, 0.76851, 0.81066], [6.14102, -0.61712, -1.03134], [6.67827, 1.03274, -1.28289], [5.88745, 1.67157, 0.96995], [5.27141, -0.04112, 1.20424], [4.33565, 2.14841, -0.81287], [3.92184, 0.42965, -0.99480], [2.84464, 0.53447, 1.27288], [3.10276, 2.28346, 1.25704], [2.02565, 2.36470, -1.02600], [1.59890, 0.67113, -0.90409], [-0.38928, 1.75474, -0.26214], [0.37095, 3.14172, 0.47232], [0.24633, 0.32461, 1.71162], [0.79994, 1.82872, 2.54972], [-1.42841, 2.06310, 3.15750], [-1.62300, 2.55893, 1.49638], [-3.13820, 0.97703, 1.28822], [-1.76293, -0.08406, 1.01758], [-2.15109, 0.13897, 3.86357], [-2.18964, -1.30234, 2.84556], [-4.60936, 0.52316, 3.45684], [-4.31666, -1.08178, 4.07850], [-5.71576, -1.71122, 2.45826], [-4.18926, -1.83661, 1.58793], [-4.39298, 1.82791, -0.44700], [-5.89266, 2.57572, -0.94764], [-5.36999, 2.19275, -3.32747], [-4.15624, 3.26877, -2.49807], [-3.89796, 0.32769, -3.16836], [-2.72904, 1.20168, -2.23228], [-2.97741, 1.64354, -3.97651], [-5.51923, -3.39182, -2.59104], [-4.28416, -4.50456, -1.86321], [-2.69681, -2.31519, -1.94079], [-3.87994, -1.77608, -3.23386], [-2.99514, -3.31350, -3.43547], [-1.21590, -4.12367, -2.98357]],
  "mulliken_charge": [-1.24, -0.36, -0.70, -0.94, -0.42, -0.90, -0.31, -0.88, -0.06, -0.59, -1.24, 0.74, -0.91, -1.04, -0.24, -0.32, 0.93, -0.47, -0.45, 0.00, -0.62, -0.32, -0.37, -0.16, -0.28, -0.58, 0.36, 0.33, 0.29, 0.30, 0.30, 0.44, 0.34, 0.35, 0.41, 0.30, 0.32, 0.35, 0.31, 0.37, 0.25, 0.34, 0.23, -0.24, 0.32, 0.32, 0.44, 0.66, 0.40, -0.50, 0.17, 0.55, 0.28, 0.33, 0.44, 0.46, 0.18, -0.07, 0.40, 0.30, 0.37, -0.19, 0.04, 0.46, 0.41, 0.29, 0.21, -0.02, 0.21, 1.93]
}

(2)
{
  "formula": "C40H65GeHgIN6OS2Si",
  "method": "ωB97M-V/def2-TZVPD",
  "e_above_lowest_ev": 0.000,
  "multiplicity": 2,
  "largest_force_ev_per_a": 0.42,
  "homo_ev": [-4.1, -4.1],
  "charge": -1,
  "species": ["Hg", "C", "C", "N", "N", "C", "O", "C", "C", "C", "C", "C", "C", "C", "C", "C", "C", "C", "N", "H", "H", "H", "H", "H", "H", "H", "H", "H", "H", "H", "H", "C", "Si", "C", "C", "C", "C", "C", "C", "N", "C", "S", "H", "H", "H", "H", "H", "H", "H", "H", "H", "H", "H", "H", "I", "C", "H", "H", "C", "C", "C", "C", "Ge", "C", "C", "C", "C", "H", "H", "H", "H", "H", "H", "H", "H", "H", "H", "H", "H", "H", "H", "H", "H", "H", "H", "H", "C", "C", "C", "C", "N", "C", "S", "N", "C", "C", "C", "C", "H", "H", "H", "H", "H", "H", "H", "H", "H", "H", "H", "H", "H", "H", "H", "H", "H", "H", "H", "H"],
  "coordinates": [[0.17646, 0.36028, 0.51003], [-1.23395, 4.74895, -0.15570], [-1.14263, 3.26828, 0.04916], [-0.07959, 2.68956, 0.47506], [0.97269, 3.44794, 0.87026], [2.10048, 2.73855, 1.00466], [2.28282, 1.53386, 0.71603], [3.24949, 3.49948, 1.60316], [4.44965, 2.83185, 1.81801], [5.51838, 3.48735, 2.41135], [5.39539, 4.81601, 2.79324], [4.19854, 5.48764, 2.57772], [3.12975, 4.83255, 1.98572], [-2.34009, 2.43261, -0.23433], [-3.54106, 3.02276, -0.60497], [-4.65434, 2.21314, -0.79469], [-4.54763, 0.85223, -0.61510], [-3.30816, 0.31450, -0.25770], [-2.23962, 1.09967, -0.09360], [-0.27012, 5.20146, 0.05169], [-1.98556, 5.18746, 0.50544], [-1.52388, 4.97220, -1.18495], [4.51885, 1.79420, 1.51903], [6.44849, 2.95867, 2.58026], [6.22884, 5.32673, 3.26007], [4.09656, 6.52345, 2.87770], [2.18843, 5.33726, 1.81785], [-3.61717, 4.09368, -0.71906], [-5.60592, 2.65570, -1.06273], [-5.40283, 0.19414, -0.69284], [-3.86297, -1.72765, -0.59003], [1.72155, -5.92984, -0.93216], [2.80879, -4.40777, -1.09503], [4.59933, -4.96186, -1.29624], [2.36330, -3.47745, -2.65768], [2.71797, -3.43964, 0.52691], [3.55151, -3.86417, 1.55723], [3.57691, -3.21053, 2.78154], [2.74733, -2.11697, 2.93580], [1.91107, -1.69219, 1.99389], [1.88146, -2.34113, 0.82739], [0.70150, -1.81765, -0.36811], [1.87314, -6.61473, -1.77026], [0.66651, -5.64859, -0.91064], [1.93992, -6.46814, -0.00737], [4.70738, -5.50759, -2.23704], [4.94042, -5.62074, -0.49586], [5.26894, -4.09953, -1.32917], [2.71144, -4.06782, -3.51182], [2.83914, -2.49590, -2.69608], [1.29087, -3.31849, -2.75453], [4.21001, -4.71260, 1.40452], [4.22230, -3.53326, 3.58708], [2.74406, -1.55149, 3.86119], [-5.95646, -1.56060, 2.65086], [-3.18021, -1.14610, 0.02776], [-2.16010, -1.51766, -0.08124], [-3.52207, -1.27622, 1.06174], [3.25255, 0.51031, 5.78841], [1.78426, 0.66659, 5.41165], [1.58991, 1.65538, 4.26859], [0.12473, 1.93838, 3.95155], [-0.88383, 0.54695, 2.98330], [-1.07087, -1.28033, 3.69111], [-2.26091, -1.40257, 4.64008], [-2.09475, -0.60912, 5.92982], [-3.29837, -0.76299, 6.85109], [3.39945, -0.25031, 6.55790], [3.65791, 1.45192, 6.16580], [3.85227, 0.23080, 4.91846], [1.21134, 1.00123, 6.28304], [1.36151, -0.30329, 5.13386], [2.09906, 1.27353, 3.37690], [2.09599, 2.59285, 4.52777], [0.03815, 2.82466, 3.31949], [-0.44296, 2.14033, 4.86704], [-2.31130, 1.11462, 2.78579], [-0.13419, -1.58666, 4.16364], [-1.20752, -1.93388, 2.82568], [-2.41121, -2.45972, 4.88185], [-3.17712, -1.09719, 4.13107], [-1.95608, 0.45362, 5.69395], [-1.18032, -0.92766, 6.44598], [-4.20965, -0.43122, 6.35115], [-3.18019, -0.18667, 7.77199], [-3.44637, -1.80969, 7.12456], [-4.79147, -0.20330, -6.06012], [-4.88859, -0.46979, -4.56066], [-3.53163, -0.48164, -3.86306], [-2.90714, 0.90754, -3.77170], [-1.59226, 0.89950, -3.15563], [-0.37220, 1.15722, -3.65521], [0.92668, 1.36148, -2.60211], [-0.17394, 1.24569, -4.99157], [-0.90924, 0.59023, -6.06575], [0.03814, -0.09605, -7.04756], [0.56823, -1.45571, -6.58804], [1.42705, -1.43821, -5.32754], [-5.76551, -0.28879, -6.54354], [-4.12114, -0.92261, -6.53764], [-4.41056, 0.79711, -6.27492], [-5.38171, -1.43002, -4.39668], [-5.52820, 0.28392, -4.09012], [-2.85058, -1.16505, -4.38057], [-3.63502, -0.87131, -2.84636], [-3.54956, 1.52926, -3.14461], [-2.85267, 1.40356, -4.73902], [-1.57293, 0.82611, -2.14981], [0.78277, 1.48525, -5.19915], [-1.53354, 1.31436, -6.59893], [-1.57191, -0.16137, -5.64006], [0.87385, 0.57875, -7.26780], [-0.49945, -0.22858, -7.99015], [1.14951, -1.88256, -7.41037], [-0.28386, -2.12778, -6.44034], [2.28382, -0.76887, -5.43950], [1.81423, -2.43518, -5.11345], [0.88206, -1.10887, -4.44303]],
  "mulliken_charge": [1.52, -2.06, -0.39, 1.84, -1.30, -0.45, -0.85, 0.46, -0.25, -0.81, -0.32, -0.72, -0.13, 1.14, -0.97, -1.09, -0.36, -0.05, 1.22, 0.40, 0.34, 0.37, 0.47, 0.39, 0.38, 0.39, 0.37, 0.53, 0.37, 0.69, 0.48, -1.11, 0.21, -1.19, -1.20, -0.01, -0.41, -1.25, -0.07, 0.26, 0.34, -0.27, 0.33, 0.31, 0.33, 0.34, 0.33, 0.34, 0.42, 0.47, 0.38, 0.22, 0.43, 0.23, -0.84, -0.83, -0.13, -0.28, -1.64, -0.03, 0.10, -0.94, -0.36, -0.57, -0.80, 0.34, -1.50, 0.41, 0.45, 0.27, 0.47, -0.13, -0.35, 0.65, 0.33, 0.68, -0.02, 0.37, 0.47, 0.53, -0.02, 0.01, 0.21, 0.32, 0.41, 0.35, -1.17, -0.81, 0.60, -1.04, 0.88, 0.32, -0.29, -0.13, 0.14, -1.17, -0.49, -0.63, 0.43, 0.24, 0.28, 0.44, 0.31, 0.34, -0.34, 0.15, 0.57, -1.01, 0.36, 0.21, -0.18, 0.40, 0.37, 0.41, 0.24, 0.25, 0.24, 0.10]
}